11
Properties=species:S:1:pos:R:3:forces:R:3:lowdin_charge:R:1 method="wB97M-V/def2-TZVPD" homo_energy_ev=-10.5 smiles=CCC#CC#N energy_ha=-248.2058
N 4.291564 0.559300 -0.132886 -1.1 0.0 0.0 0.148
C 1.750527 0.525870 -0.003817 -0.5 0.0 0.0 -0.019
C -1.436722 -0.939136 0.477215 0.0 -0.1 0.0 -0.101
C 3.132590 0.543316 -0.078630 0.9 0.0 0.0 -0.242
C 0.545558 0.515126 0.076061 0.5 0.0 0.0 -0.009
C -0.912787 0.474779 0.197059 0.0 0.1 0.0 -0.246
H -1.043543 -1.319144 1.424460 0.0 0.1 -0.1 0.079
H -1.143079 -1.629917 -0.318532 0.0 0.1 0.1 0.079
H -1.207150 1.156190 1.004318 0.0 -0.1 -0.1 0.118
H -1.355373 0.869524 -0.725597 0.1 -0.1 0.1 0.118
H -2.528738 -0.923462 0.537382 0.2 0.0 0.0 0.073